ORCA calculation (ωB97M-V/def2-TZVPD) on C30H20Cl2MnN7O3 as an isolated structure.

XYZ file:
```
63
Properties=species:S:1:pos:R:3:nbo_charge:R:1
Mn 0.066 -0.273 0.095 1.192
Cl 2.762 -1.259 6.237 -0.019
C 2.363 -1.431 4.556 -0.073
C 1.696 -0.392 3.923 -0.264
C 1.360 -0.488 2.577 0.211
N 0.659 0.461 1.816 -0.670
C 0.669 1.766 2.181 0.635
O 1.363 2.242 3.081 -0.659
C -0.224 2.706 1.441 0.023
C -0.047 4.055 1.691 -0.171
C -0.957 5.018 1.291 -0.276
C -2.151 4.567 0.680 -0.241
C -2.310 3.254 0.397 -0.031
N -1.336 2.294 0.679 -0.245
C 1.696 -1.675 1.872 0.115
C 2.383 -2.701 2.516 -0.255
C 2.714 -2.576 3.855 -0.079
Cl 3.566 -3.873 4.633 -0.016
N 1.237 -1.682 0.564 -0.649
C 1.649 -2.558 -0.409 0.613
O 2.514 -3.429 -0.295 -0.666
C 0.908 -2.320 -1.655 0.024
C 1.180 -3.029 -2.820 -0.183
C 0.444 -2.793 -3.959 -0.254
C -0.604 -1.847 -3.892 -0.284
C -0.828 -1.184 -2.713 0.033
N -0.098 -1.379 -1.597 -0.562
H 1.453 0.497 4.480 0.258
H 0.820 4.313 2.283 0.250
H -0.784 6.069 1.472 0.206
H -2.955 5.250 0.442 0.213
H -3.192 2.881 -0.102 0.234
H 2.659 -3.583 1.961 0.264
H 1.988 -3.748 -2.786 0.233
H 0.644 -3.326 -4.879 0.201
H -1.228 -1.641 -4.750 0.207
H -1.630 -0.458 -2.649 0.206
O -3.168 1.155 -1.612 -0.662
C -2.442 0.704 -0.714 0.517
N -1.107 1.349 -0.423 -0.355
C -0.538 2.072 -1.589 -0.281
C 0.746 1.438 -2.057 0.247
C 1.204 1.593 -3.343 -0.271
C 2.432 1.025 -3.709 -0.180
C 3.143 0.332 -2.742 -0.243
C 2.612 0.196 -1.476 0.046
N 1.416 0.721 -1.126 -0.497
C -2.705 -0.369 0.164 0.038
C -4.006 -0.900 0.341 -0.217
C -4.213 -1.873 1.276 -0.172
C -3.121 -2.349 2.034 -0.323
C -1.867 -1.847 1.766 0.098
N -1.637 -0.903 0.858 -0.492
H -0.326 3.101 -1.289 0.237
H -1.281 2.110 -2.385 0.253
H 0.612 2.151 -4.057 0.216
H 2.806 1.125 -4.719 0.211
H 4.102 -0.113 -2.969 0.221
H 3.142 -0.342 -0.700 0.221
H -4.803 -0.493 -0.266 0.229
H -5.204 -2.275 1.443 0.207
H -3.251 -3.110 2.790 0.216
H -0.993 -2.225 2.285 0.212
```

The value obtained for the electronic energy is -3835.6952 Ha. As for the expectation value of S²: 8.83. Its charge is -1. The multiplicity is 6. The calculation puts the frontier orbital gap (spin up / spin down) at 0.1638 / 0.2559 Eh.

---

ORCA calculation (ωB97M-V/def2-TZVPD) on C30H20Cl3CoIN2O4PS as an isolated structure.

XYZ file:
```
63
Properties=species:S:1:pos:R:3:nbo_charge:R:1
Co 0.524 -1.113 0.975 1.064
O 2.156 -0.376 1.961 -0.606
N 1.989 -0.408 3.290 0.005
C 3.096 -0.539 4.047 0.044
C 3.009 -0.503 5.411 -0.263
C 1.751 -0.339 6.001 -0.155
C 0.639 -0.232 5.208 -0.231
C 0.755 -0.279 3.812 0.052
S -0.537 -0.198 2.703 -0.067
H 4.005 -0.666 3.480 0.240
H 3.909 -0.609 5.997 0.235
H 1.654 -0.311 7.077 0.228
H -0.352 -0.128 5.627 0.238
I 3.281 0.368 -0.534 0.254
C 2.699 0.142 -2.497 -0.136
C 3.630 -0.335 -3.381 -0.226
C 3.381 -0.349 -4.765 -0.201
C 2.232 0.211 -5.231 -0.191
C 1.260 0.723 -4.339 0.022
C 0.150 1.415 -4.881 -0.170
C -0.771 1.986 -4.063 -0.226
C -0.686 1.746 -2.681 -0.168
C 0.325 1.009 -2.099 -0.332
P -0.263 0.509 -0.404 1.136
C -0.582 2.141 0.345 -0.290
C 0.538 2.849 0.784 -0.211
C 0.394 4.098 1.356 -0.209
C -0.868 4.661 1.498 -0.186
C -1.982 3.968 1.055 -0.214
C -1.843 2.711 0.479 -0.226
C -1.878 -0.243 -0.808 -0.419
C -2.073 -0.894 -2.025 -0.118
C -3.248 -1.589 -2.266 -0.222
C -4.242 -1.634 -1.303 -0.189
C -4.051 -1.004 -0.083 -0.198
C -2.869 -0.329 0.169 -0.187
C 1.422 0.596 -2.931 -0.104
H 4.587 -0.674 -3.010 0.226
H 4.125 -0.748 -5.439 0.221
H 2.042 0.292 -6.294 0.212
H 0.077 1.508 -5.958 0.216
H -1.599 2.559 -4.457 0.222
H -1.507 2.098 -2.072 0.220
H 1.523 2.411 0.681 0.232
H 1.269 4.637 1.693 0.217
H -0.979 5.640 1.944 0.215
H -2.969 4.400 1.151 0.217
H -2.722 2.192 0.124 0.225
H -1.302 -0.888 -2.782 0.220
H -3.373 -2.106 -3.208 0.221
H -5.159 -2.176 -1.495 0.216
H -4.806 -1.058 0.689 0.217
H -2.722 0.110 1.148 0.223
Cl -2.250 -5.121 1.458 0.060
C -0.920 -4.450 2.393 -0.199
Cl -1.497 -3.987 4.012 0.030
Cl 0.381 -5.629 2.534 0.057
C -0.409 -3.151 1.751 0.725
O 0.762 -2.780 2.018 -0.656
O -1.174 -2.454 1.062 -0.630
O 0.439 -3.189 -2.614 -0.607
C 0.678 -2.569 -1.634 0.790
N 0.951 -1.920 -0.679 -0.859
```

The value obtained for the electronic energy is -5366.2612 Ha. The calculation puts the frontier orbital gap (spin up / spin down) at 0.2729 / 0.2779 Eh.

---

ORCA calculation (ωB97M-V/def2-TZVPD) on C30H20ClN6OsSe as an isolated structure at a distorted geometry.

XYZ file:
```
59
Properties=species:S:1:pos:R:3:nbo_charge:R:1
Os -0.086 0.209 -0.372 0.785
C -2.886 0.852 3.883 -0.247
C -2.265 -0.381 3.612 -0.160
C -1.059 -0.401 2.947 -0.241
C -0.434 0.819 2.685 0.142
C -0.769 1.927 3.479 -0.217
C -2.000 1.925 4.094 -0.172
N 0.386 0.941 1.517 -0.169
N 1.067 2.005 1.517 -0.207
C 1.552 2.450 0.276 0.162
C 1.600 3.857 0.250 -0.204
C 1.898 4.552 -0.893 -0.174
C 2.197 3.844 -2.057 -0.174
C 2.230 2.471 -2.033 -0.141
C 1.937 1.716 -0.878 -0.145
H -3.705 0.784 4.594 0.249
H -2.811 -1.302 3.775 0.226
H -0.613 -1.318 2.583 0.237
H -0.113 2.785 3.499 0.250
H -2.347 2.812 4.609 0.231
H 1.352 4.369 1.170 0.238
H 1.904 5.633 -0.888 0.235
H 2.449 4.368 -2.969 0.236
H 2.554 1.959 -2.924 0.229
Se -6.652 -2.481 2.303 0.984
N -5.917 -0.863 2.240 -0.593
C -4.813 -0.965 1.548 0.112
C -3.943 0.167 1.264 -0.063
C -3.945 1.363 2.002 -0.125
C -3.258 2.399 1.327 -0.202
C -2.277 2.127 0.403 0.034
N -1.958 0.863 0.080 -0.385
C -2.830 -0.086 0.471 0.156
C -2.390 -1.437 0.206 0.253
N -1.091 -1.542 -0.142 -0.368
C -0.603 -2.747 -0.431 0.074
C -1.376 -3.895 -0.311 -0.228
C -2.673 -3.805 0.154 -0.103
C -3.195 -2.546 0.434 -0.092
C -4.486 -2.294 1.074 0.115
N -5.339 -3.235 1.368 -0.583
H -4.904 1.651 2.420 0.264
H -3.453 3.430 1.590 0.239
H -1.703 2.905 -0.084 0.229
H 0.429 -2.780 -0.749 0.235
H -0.936 -4.850 -0.558 0.245
H -3.281 -4.685 0.312 0.252
C 3.007 -2.465 -1.035 -0.181
C 2.775 -1.868 0.175 -0.228
C 2.365 -0.523 0.238 -0.177
C 2.200 0.250 -0.921 -0.190
C 2.395 -0.426 -2.163 -0.064
C 2.796 -1.731 -2.214 -0.237
H 3.351 -3.490 -1.087 0.231
H 2.941 -2.406 1.099 0.230
H 2.386 -0.049 1.206 0.232
H 2.203 0.086 -3.092 0.227
H 2.942 -2.201 -3.178 0.235
Cl -0.603 -0.108 -2.640 -0.498
```

The value obtained for the electronic energy is -4435.7858 Ha. Its charge is +1. The calculation puts the frontier orbital gap (spin up / spin down) at 0.2245 / 0.2244 Eh.

---

ORCA calculation (ωB97M-V/def2-TZVPD) on C30H21AuClN2O as an isolated structure at a distorted geometry.

XYZ file:
```
56
Properties=species:S:1:pos:R:3:nbo_charge:R:1
Au 0.666 1.284 -1.440 0.737
Cl -6.542 -0.136 -1.201 0.020
C -4.926 0.476 -1.150 -0.098
C -4.668 1.725 -0.567 -0.180
C -3.393 2.218 -0.544 -0.233
C -2.280 1.513 -1.076 0.379
O -1.139 2.138 -1.034 -0.776
C -2.552 0.209 -1.628 -0.264
C -1.591 -0.731 -2.131 0.205
N -0.320 -0.657 -1.973 -0.595
C 0.641 -1.583 -2.353 0.099
C 0.371 -2.901 -2.665 -0.189
C 1.394 -3.806 -2.976 -0.182
C 2.700 -3.402 -2.982 -0.177
C 3.030 -2.065 -2.677 -0.104
C 4.362 -1.605 -2.702 -0.080
C 4.635 -0.299 -2.402 -0.274
C 3.579 0.549 -2.057 0.098
N 2.320 0.156 -2.017 -0.527
C 2.004 -1.143 -2.344 0.225
C -3.892 -0.247 -1.672 -0.160
H -5.483 2.293 -0.137 0.236
H -3.188 3.200 -0.138 0.222
H -2.020 -1.587 -2.666 0.164
H -0.651 -3.255 -2.652 0.222
H 1.143 -4.832 -3.209 0.233
H 3.498 -4.096 -3.213 0.228
H 5.152 -2.294 -2.972 0.232
H 5.646 0.082 -2.426 0.242
H 3.767 1.587 -1.817 0.212
H -4.098 -1.213 -2.118 0.225
C -1.552 -2.733 4.508 -0.176
C -2.358 -2.698 3.379 -0.202
C -2.109 -1.775 2.377 -0.188
C -1.053 -0.876 2.500 0.001
C -0.244 -0.915 3.636 -0.211
C -0.494 -1.840 4.633 -0.196
C -0.851 0.118 1.431 -0.317
C 0.006 1.082 1.423 0.399
C 0.831 2.154 1.549 -0.200
C 0.323 3.347 2.141 -0.061
C 1.087 4.482 2.163 -0.243
C 2.347 4.491 1.554 -0.054
C 2.863 3.342 0.963 -0.241
C 2.137 2.172 0.971 -0.076
H -1.746 -3.455 5.290 0.229
H -3.185 -3.387 3.278 0.230
H -2.744 -1.746 1.499 0.220
H 0.581 -0.220 3.738 0.211
H 0.135 -1.864 5.512 0.228
H -1.499 0.007 0.559 0.309
H -0.673 3.332 2.565 0.240
H 0.709 5.379 2.635 0.244
H 2.926 5.405 1.533 0.238
H 3.840 3.369 0.501 0.235
H 2.562 1.252 0.597 0.239
```

The value obtained for the electronic energy is -1936.1288 Ha. Its charge is +1. The calculation puts the frontier orbital gap (spin up / spin down) at 0.1793 / 0.1793 Eh.

---

ORCA calculation (ωB97M-V/def2-TZVPD) on C30H21BCl92O2Si2 as an isolated structure at a distorted geometry.

XYZ file:
```
148
Properties=species:S:1:pos:R:3:lowdin_charge:R:1
C 1.951 2.687 1.710 -0.111
C 0.596 3.329 1.842 -0.322
C 0.398 4.456 0.839 -0.194
C -0.964 4.485 0.192 -0.204
C -2.080 5.006 1.058 -0.250
C -2.379 4.172 2.318 -0.282
Si -4.224 4.252 2.617 0.433
O -5.019 3.459 1.370 -0.546
Si -5.101 1.783 1.585 0.561
B -3.873 0.889 0.265 -0.549
C -3.452 -0.607 0.345 -0.034
O -3.405 1.659 -0.798 0.043
H 2.685 3.465 1.689 0.074
H 2.153 2.018 2.512 0.033
H 1.994 2.205 0.753 0.076
H -0.187 2.610 1.795 0.023
H 0.574 3.773 2.815 0.070
H 1.102 4.281 0.051 0.102
H 0.655 5.375 1.321 0.115
H -1.181 3.524 -0.230 0.097
H -0.890 5.149 -0.646 0.110
H -1.903 6.022 1.337 0.091
H -2.979 5.016 0.469 0.064
H -2.098 3.140 2.224 0.043
H -1.853 4.597 3.146 0.059
H -4.678 5.651 2.722 -0.034
H -4.577 3.631 3.913 -0.033
H -4.655 1.400 2.944 -0.049
H -6.491 1.317 1.379 -0.019
H -3.931 -1.170 1.119 0.045
H -3.581 -1.124 -0.583 0.064
H -2.397 -0.624 0.561 0.060
H -2.670 2.179 -0.478 0.059
C -0.700 0.962 4.880 -1.986
Cl -0.281 0.512 3.223 0.591
Cl -2.428 1.351 4.949 0.506
Cl -0.331 -0.368 5.976 0.504
Cl 0.215 2.393 5.348 0.565
C -3.702 8.674 3.820 -2.054
Cl -3.848 8.684 2.062 0.521
Cl -3.422 10.318 4.394 0.534
Cl -5.186 8.045 4.541 0.503
Cl -2.337 7.655 4.290 0.533
C -4.031 -3.051 5.473 -2.043
Cl -3.329 -3.407 7.052 0.509
Cl -3.288 -4.096 4.266 0.512
Cl -5.771 -3.344 5.518 0.533
Cl -3.730 -1.354 5.084 0.483
C 6.736 -0.667 1.425 -2.032
Cl 7.027 -0.959 -0.305 0.480
Cl 7.034 1.036 1.765 0.537
Cl 5.066 -1.062 1.830 0.523
Cl 7.803 -1.651 2.422 0.519
C 10.507 -3.992 -0.563 -2.018
Cl 10.193 -5.197 0.688 0.536
Cl 10.587 -4.782 -2.140 0.528
Cl 9.210 -2.791 -0.565 0.436
Cl 12.039 -3.184 -0.233 0.491
C -6.602 5.598 -1.442 -2.017
Cl -8.192 4.991 -0.972 0.504
Cl -6.587 6.181 -3.103 0.501
Cl -6.169 6.931 -0.361 0.522
Cl -5.432 4.302 -1.257 0.615
C 0.699 -5.174 3.574 -2.070
Cl 1.172 -5.304 5.268 0.530
Cl 0.328 -3.489 3.198 0.502
Cl 2.012 -5.739 2.546 0.529
Cl -0.720 -6.174 3.281 0.511
C 6.517 -5.333 -3.768 -2.053
Cl 4.825 -5.824 -3.778 0.503
Cl 7.002 -4.921 -5.413 0.513
Cl 6.744 -3.928 -2.724 0.513
Cl 7.513 -6.668 -3.179 0.514
C 5.641 -8.458 -7.729 -2.044
Cl 6.283 -8.115 -6.125 0.500
Cl 6.146 -10.070 -8.239 0.535
Cl 3.877 -8.380 -7.685 0.516
Cl 6.250 -7.260 -8.871 0.499
C 15.234 -0.993 -1.277 -2.047
Cl 15.707 -1.932 0.139 0.502
Cl 14.492 -2.058 -2.469 0.514
Cl 14.068 0.238 -0.789 0.496
Cl 16.657 -0.223 -1.982 0.540
C -7.002 3.821 -7.179 -2.042
Cl -6.233 3.500 -5.627 0.497
Cl -7.526 5.508 -7.239 0.518
Cl -5.841 3.508 -8.473 0.525
Cl -8.405 2.768 -7.359 0.488
C 0.724 -6.773 -3.938 -2.050
Cl 2.021 -7.627 -4.772 0.501
Cl 0.925 -6.963 -2.198 0.533
Cl 0.788 -5.060 -4.354 0.534
Cl -0.833 -7.446 -4.432 0.485
C 3.896 0.526 6.926 -2.052
Cl 4.052 0.208 5.196 0.507
Cl 4.217 2.234 7.231 0.526
Cl 2.284 0.128 7.527 0.494
Cl 5.087 -0.458 7.782 0.526
C -4.220 -2.219 10.809 -2.065
Cl -2.505 -2.597 10.615 0.514
Cl -4.569 -1.927 12.512 0.502
Cl -4.612 -0.779 9.867 0.525
Cl -5.186 -3.577 10.234 0.517
C 13.024 -2.636 3.594 -2.055
Cl 13.683 -2.288 5.194 0.535
Cl 13.537 -4.245 3.083 0.522
Cl 11.261 -2.572 3.656 0.510
Cl 13.614 -1.442 2.440 0.481
C -8.194 4.286 3.991 -2.033
Cl -7.206 5.519 4.784 0.500
Cl -7.599 2.688 4.452 0.531
Cl -9.873 4.458 4.507 0.535
Cl -8.107 4.461 2.240 0.526
C -3.176 -10.459 -7.054 -2.056
Cl -2.480 -9.190 -6.040 0.472
Cl -2.867 -12.031 -6.316 0.528
Cl -4.916 -10.211 -7.205 0.526
Cl -2.432 -10.402 -8.651 0.527
C -9.601 3.041 -11.323 -2.054
Cl -8.788 4.223 -10.298 0.497
Cl -11.297 3.492 -11.510 0.527
Cl -8.825 3.004 -12.907 0.528
Cl -9.497 1.442 -10.584 0.517
C -9.883 1.834 -3.717 -2.050
Cl -10.914 2.795 -4.779 0.520
Cl -10.736 1.537 -2.199 0.527
Cl -9.510 0.292 -4.492 0.526
Cl -8.388 2.706 -3.386 0.480
C -4.030 8.838 -5.213 -2.064
Cl -4.407 8.472 -3.531 0.496
Cl -3.513 7.362 -6.029 0.523
Cl -5.466 9.487 -6.010 0.523
Cl -2.729 10.029 -5.285 0.524
C 5.741 -4.878 -12.459 -2.066
Cl 4.790 -3.518 -13.052 0.528
Cl 4.789 -6.358 -12.569 0.523
Cl 7.204 -5.045 -13.431 0.526
Cl 6.185 -4.594 -10.774 0.497
C 11.066 1.034 -3.468 -2.055
Cl 11.804 0.661 -5.026 0.531
Cl 9.366 1.449 -3.706 0.527
Cl 11.184 -0.372 -2.413 0.480
Cl 11.904 2.403 -2.734 0.519
C -6.163 -3.597 16.180 -2.066
Cl -7.829 -4.160 16.315 0.527
Cl -6.151 -1.954 15.531 0.503
Cl -5.408 -3.604 17.773 0.526
Cl -5.267 -4.661 15.097 0.518
```

The value obtained for the electronic energy is -44247.4787 Ha. The calculation puts the frontier orbital gap at 0.3334 Eh.

---

ORCA calculation (ωB97M-V/def2-TZVPD) on C30H21BrCoF9N5O5 as an isolated structure at a distorted geometry.

XYZ file:
```
72
Properties=species:S:1:pos:R:3:lowdin_charge:R:1
Co -0.276 0.200 0.712 0.686
O 6.046 3.496 -0.009 -0.054
C 5.853 2.523 0.998 -0.206
C 4.392 2.183 1.091 -0.170
C 3.876 1.511 2.192 0.009
C 2.537 1.164 2.200 -0.093
N 1.718 1.437 1.191 0.060
C 2.202 2.084 0.135 -0.194
C 3.528 2.488 0.049 0.057
C 1.288 2.228 -1.016 -0.188
C 1.356 3.313 -1.879 0.050
C 0.547 3.342 -3.005 -0.169
C 0.581 4.507 -3.964 -0.208
O 1.454 4.272 -5.058 -0.040
C -0.251 2.232 -3.251 0.009
C -0.274 1.200 -2.332 -0.101
N 0.433 1.212 -1.205 0.098
H 6.966 3.769 -0.014 0.094
H 6.211 2.877 1.970 0.128
H 6.398 1.601 0.761 0.136
H 4.506 1.242 3.030 0.123
H 2.109 0.623 3.034 0.121
H 3.903 3.002 -0.824 0.121
H 2.034 4.129 -1.662 0.129
H 0.973 5.390 -3.461 0.122
H -0.436 4.724 -4.307 0.126
H 1.107 3.552 -5.593 0.089
H -0.876 2.173 -4.133 0.124
H -0.885 0.325 -2.494 0.095
N -1.522 2.221 2.637 0.218
C -1.036 1.648 1.761 -0.034
H -2.035 2.688 3.357 0.116
Br 0.504 -6.115 -3.314 0.719
C 0.853 -4.926 -1.873 -0.689
C 1.211 -5.447 -0.641 -0.121
C 1.452 -4.578 0.412 -0.016
C 1.318 -3.207 0.235 -0.137
C 0.971 -2.705 -1.016 -0.025
C 0.736 -3.562 -2.080 -0.118
C 1.502 -2.288 1.434 -0.593
O 2.058 -2.718 2.436 0.042
O 1.067 -1.085 1.306 -0.153
H 1.291 -6.518 -0.511 0.099
H 1.736 -4.945 1.389 0.120
H 0.867 -1.637 -1.147 0.095
H 0.453 -3.177 -3.050 0.100
N -2.865 -1.569 6.706 0.162
C -2.645 -1.804 5.603 -0.181
C -2.364 -2.077 4.228 -0.196
C -2.680 -3.304 3.649 0.008
C -2.393 -3.486 2.311 -0.012
C -1.818 -2.445 1.599 -0.111
N -1.492 -1.279 2.155 0.051
C -1.755 -1.105 3.440 -0.068
H -3.140 -4.084 4.240 0.126
H -2.615 -4.420 1.814 0.119
H -1.636 -2.538 0.539 0.114
H -1.468 -0.157 3.879 0.111
F -2.541 2.337 -1.043 0.147
C -3.570 1.545 -0.702 -0.528
F -3.880 1.846 0.575 0.141
F -4.627 1.911 -1.449 0.162
C -3.194 0.026 -0.874 -0.319
O -1.942 -0.292 -0.540 -0.168
C -4.282 -0.789 -0.075 -0.531
F -4.170 -2.097 -0.364 0.162
F -4.118 -0.662 1.252 0.150
F -5.547 -0.414 -0.335 0.161
C -3.402 -0.318 -2.409 -0.529
F -3.000 0.707 -3.199 0.133
F -2.640 -1.370 -2.733 0.156
F -4.661 -0.611 -2.761 0.166
```

The value obtained for the electronic energy is -6661.4444 Ha. As for the expectation value of S²: 3.76. The multiplicity is 4. The calculation puts the frontier orbital gap (spin up / spin down) at 0.3094 / 0.3070 Eh.

---

electronic energy of number 3 (C30H20ClN6OsSe)? -4435.7858 Ha

---

Look up the electronic energy of the sixth one. -6661.4444 Ha